1.
ORCA calculation (ωB97M-V/def2-TZVPD) on 2 unconnected molecules or ions with the total composition C18H25N2O.

Geometry (Å):
1 C 2.147 -0.629 2.401
2 C 0.666 -0.490 2.359
3 N -0.039 0.565 2.224
4 C -1.522 0.208 2.365
5 C -1.569 -1.326 2.428
6 C -0.113 -1.816 2.503
7 H 2.408 -1.692 2.417
8 H 2.613 -0.181 1.515
9 H 2.555 -0.172 3.315
10 H -1.929 0.624 3.303
11 H -2.108 0.621 1.535
12 H -2.122 -1.649 3.309
13 H -2.023 -1.707 1.513
14 H 0.156 -2.493 1.683
15 H 0.127 -2.308 3.450
16 C -0.932 6.820 7.001
17 C -0.830 5.469 6.314
18 N -0.612 5.634 4.870
19 C -0.095 4.616 4.171
20 C 0.320 4.726 2.835
21 C 0.494 3.642 1.988
22 C 0.885 3.789 0.622
23 C 0.761 2.692 -0.274
24 C 0.942 2.865 -1.642
25 C 1.317 4.123 -2.144
26 C 1.533 5.204 -1.271
27 C 1.347 5.032 0.098
28 C -0.909 6.904 4.211
29 C -1.968 7.710 4.964
30 O -1.853 7.719 6.381
31 H -1.328 6.695 8.026
32 H 0.065 7.297 7.027
33 H 0.020 4.917 6.735
34 H -1.760 4.904 6.484
35 H -0.004 3.638 4.667
36 H 0.478 5.730 2.439
37 H 0.286 2.628 2.347
38 H 0.453 1.733 0.161
39 H 0.763 2.029 -2.328
40 H 1.441 4.270 -3.217
41 H 1.840 6.179 -1.649
42 H 1.538 5.872 0.769
43 H 0.007 7.520 4.141
44 H -1.272 6.719 3.189
45 H -1.927 8.775 4.668
46 H -2.977 7.330 4.726

Values from the calculation:
HOMO energy = -11.8371 eV
Energy = -24091.6825 eV
M = 285.4 g mol⁻¹
Energy relative to the best compared isomer or geometry (same formula, charge and spin) = 57.3 kcal per mole
LUMO = -4.45 eV
Net charge = +1

Löwdin atomic charge list, values in e, 8 entries:
1 C -0.027
2 C -0.358
3 N 0.052
4 C -0.170
5 C -0.174
6 C -0.119
7 H 0.081
8 H 0.086

***

2.
ORCA calculation (ωB97M-V/def2-TZVPD) on a molecular structure, C18H25N2O3Rh.

Geometry (Å):
1 Rh 0.024 0.039 -0.486
2 C 0.383 4.234 0.347
3 C 0.697 2.740 0.300
4 C 1.543 2.358 -0.914
5 C -0.564 1.906 0.291
6 C -0.983 1.208 1.396
7 C -2.318 0.505 1.384
8 C -3.304 0.978 0.344
9 C -4.755 0.761 0.620
10 C -2.784 1.441 -0.794
11 C -1.352 1.756 -0.884
12 H 1.307 4.811 0.339
13 H -0.168 4.494 1.250
14 H -0.210 4.537 -0.517
15 H 1.254 2.474 1.202
16 H 1.177 2.796 -1.842
17 H 1.584 1.251 -1.098
18 H 2.587 2.636 -0.786
19 H -0.434 1.261 2.328
20 H -2.751 0.451 2.381
21 H -5.000 -0.305 0.632
22 H -5.374 1.247 -0.130
23 H -5.016 1.158 1.602
24 H -3.409 1.664 -1.650
25 H -1.005 2.239 -1.789
26 O 0.102 -0.735 -2.448
27 C 0.740 -1.959 -2.979
28 C 1.809 -2.385 -2.008
29 C 1.259 -3.153 -0.788
30 C 1.669 -2.536 0.520
31 C 2.250 -3.288 1.530
32 C 2.721 -2.665 2.671
33 C 2.619 -1.284 2.768
34 C 1.995 -0.603 1.748
35 N 1.496 -1.204 0.651
36 H -0.648 -0.502 -3.007
37 H 1.151 -1.695 -3.952
38 H -0.037 -2.713 -3.104
39 H 2.337 -1.482 -1.691
40 H 2.549 -2.986 -2.536
41 H 1.578 -4.193 -0.817
42 H 0.172 -3.187 -0.830
43 H 2.351 -4.357 1.399
44 H 3.181 -3.242 3.462
45 H 3.013 -0.744 3.617
46 H 1.893 0.473 1.794
47 O -1.746 -2.135 -0.589
48 N -1.471 -1.134 -0.053
49 O -2.110 -0.933 1.114

Values from the calculation:
HOMO energy = -15.5841 eV
Energy = -31183.3017 eV
M = 420.3 g mol⁻¹
Energy relative to the best compared isomer or geometry (same formula, charge and spin) = 11.6 kcal per mole
LUMO = -8.33 eV
Net charge = +2

Löwdin atomic charge list, values in e, 8 entries:
1 Rh 1.139
2 C -0.016
3 C -0.375
4 C -0.020
5 C -0.379
6 C 0.060
7 C -0.170
8 C -0.217

***

3.
ORCA calculation (ωB97M-V/def2-TZVPD) on C18H25N3O2 in the gas phase.

Geometry (Å):
1 C -4.441 -3.719 0.401
2 C -3.648 -2.456 0.254
3 C -3.697 -1.468 1.230
4 C -2.983 -0.294 1.088
5 C -2.205 -0.067 -0.042
6 C -1.413 1.223 -0.145
7 C -0.272 1.015 0.793
8 N -0.230 1.430 2.026
9 O 0.950 0.958 2.525
10 C 1.536 0.275 1.536
11 C 2.868 -0.363 1.769
12 N 3.762 -0.337 0.632
13 C 4.087 1.019 0.227
14 C 3.314 -1.162 -0.486
15 C 4.534 -1.683 -1.254
16 O 5.423 -2.350 -0.397
17 N 0.829 0.279 0.449
18 C -0.868 1.552 -1.541
19 C -0.565 3.042 -1.441
20 C -1.784 3.598 -0.705
21 C -2.232 2.474 0.246
22 C -2.136 -1.060 -1.008
23 C -2.854 -2.235 -0.862
24 H -5.463 -3.558 0.056
25 H -4.007 -4.522 -0.188
26 H -4.486 -4.028 1.443
27 H -4.298 -1.623 2.115
28 H -3.019 0.452 1.868
29 H 2.706 -1.406 2.062
30 H 3.343 0.154 2.609
31 H 4.866 0.989 -0.531
32 H 3.222 1.556 -0.184
33 H 4.467 1.567 1.089
34 H 2.641 -0.618 -1.160
35 H 2.773 -2.018 -0.082
36 H 5.048 -0.854 -1.763
37 H 4.219 -2.405 -2.009
38 H 5.496 -1.805 0.399
39 H 0.009 0.956 -1.786
40 H -1.646 1.381 -2.287
41 H -0.416 3.507 -2.415
42 H 0.337 3.195 -0.845
43 H -1.552 4.516 -0.168
44 H -2.575 3.819 -1.423
45 H -2.043 2.731 1.286
46 H -3.296 2.270 0.129
47 H -1.516 -0.930 -1.881
48 H -2.789 -2.994 -1.629

Values from the calculation:
HOMO energy = -8.8441 eV
Energy = -27636.2646 eV
M = 315.4 g mol⁻¹
Energy relative to the best compared isomer or geometry (same formula, charge and spin) = 70.0 kcal per mole
LUMO = 0.72 eV
Net charge = 0
SMILES = Cc1ccc(C2(c3noc(CN(C)CCO)n3)CCCC2)cc1

Löwdin atomic charge list, values in e, 8 entries:
1 C -0.054
2 C -0.285
3 C -0.036
4 C -0.023
5 C -0.167
6 C -0.348
7 C -0.295
8 N 0.154

***

4.
ORCA calculation (ωB97M-V/def2-TZVPD) on C18H25N3O3 in the gas phase.

Geometry (Å):
1 H -2.892 0.990 2.581
2 N -2.803 1.560 1.749
3 C -1.675 1.704 1.206
4 N -0.773 0.821 1.693
5 C 0.573 0.605 1.062
6 C 0.540 -0.800 0.491
7 C 0.264 -1.893 1.582
8 C 0.298 -3.339 1.042
9 C 1.642 -3.669 0.396
10 C 2.012 -2.604 -0.784
11 O 3.247 -3.021 -1.317
12 C 0.798 -2.735 -1.827
13 C -0.582 -2.378 -1.169
14 O -1.533 -2.588 -2.199
15 C -0.802 -3.379 -0.058
16 C -0.609 -0.991 -0.614
17 C 1.936 -1.234 -0.145
18 C 1.035 1.878 0.205
19 O 2.202 1.963 -0.083
20 N 0.089 2.879 -0.028
21 C -1.366 2.769 0.222
22 C -1.808 4.187 0.599
23 C -0.612 5.074 0.050
24 C -0.342 4.913 -1.473
25 C 0.448 4.151 -0.320
26 H -1.185 0.029 2.159
27 H 1.323 0.490 1.865
28 H -0.785 -1.647 1.979
29 H 1.120 -1.758 2.284
30 H -0.047 -3.962 1.904
31 H 2.389 -3.824 1.106
32 H 1.573 -4.616 -0.122
33 H 3.239 -2.684 -2.182
34 H 0.757 -3.729 -2.378
35 H 0.966 -1.956 -2.605
36 H -2.425 -2.277 -1.963
37 H -1.767 -3.129 0.354
38 H -0.858 -4.481 -0.399
39 H -0.291 -0.375 -1.490
40 H -1.676 -0.787 -0.315
41 H 2.762 -1.134 0.569
42 H 2.157 -0.510 -0.887
43 H -1.897 2.460 -0.708
44 H -2.668 4.450 0.001
45 H -2.111 4.236 1.658
46 H -0.394 6.023 0.528
47 H -0.873 4.168 -2.131
48 H -0.009 5.713 -2.099
49 H 1.413 4.438 0.010

Values from the calculation:
HOMO energy = -8.7265 eV
Energy = -29682.4989 eV
M = 331.4 g mol⁻¹
Energy relative to the best compared isomer or geometry (same formula, charge and spin) = 103.3 kcal per mole
LUMO = 0.55 eV
Net charge = 0
SMILES = [H]/N=C1\N[C@@H]([C@@]23C[C@@H]4C[C@@](O)(C[C@@](O)(C4)C2)C3)C(=O)N2[C@@H]1C[C@@H]1C[C@@H]12

Löwdin atomic charge list, values in e, 8 entries:
1 H 0.050
2 N 0.117
3 C -0.430
4 N 0.085
5 C -0.115
6 C -0.325
7 C -0.095
8 C -0.262

***

5.
ORCA calculation (ωB97M-V/def2-TZVPD) on C18H25N3O4S in the gas phase.

Geometry (Å):
1 C 3.038 0.890 5.043
2 O 2.558 -0.430 4.965
3 C 1.509 -0.691 4.136
4 C 0.868 0.242 3.336
5 C -0.192 -0.155 2.534
6 C -0.612 -1.473 2.498
7 N -1.690 -1.917 1.727
8 C -2.270 -1.328 0.644
9 S -3.902 -1.493 0.419
10 N -1.494 -0.651 -0.235
11 C -0.083 -0.932 -0.421
12 C 0.217 -1.106 -1.905
13 N -0.079 0.120 -2.626
14 C 0.663 0.405 -3.715
15 O 1.580 -0.316 -4.065
16 C 0.387 1.692 -4.491
17 C 0.863 2.962 -3.743
18 C -0.278 3.966 -3.967
19 C -1.134 3.273 -5.033
20 O -0.982 1.891 -4.794
21 C -1.150 0.919 -2.067
22 C -2.144 0.024 -1.343
23 C 0.026 -2.418 3.329
24 O -0.476 -3.684 3.263
25 C 0.079 -4.668 4.103
26 C 1.074 -2.020 4.133
27 H 2.267 1.577 5.405
28 H 3.860 0.862 5.757
29 H 3.412 1.239 4.075
30 H 1.163 1.278 3.334
31 H -0.718 0.581 1.946
32 H -2.261 -2.624 2.171
33 H 0.530 -0.119 -0.011
34 H 0.178 -1.850 0.109
35 H -0.377 -1.933 -2.311
36 H 1.273 -1.340 -2.061
37 H 0.950 1.591 -5.432
38 H 1.021 2.761 -2.685
39 H 1.803 3.314 -4.163
40 H 0.080 4.936 -4.304
41 H -0.856 4.106 -3.054
42 H -2.197 3.507 -4.968
43 H -0.769 3.522 -6.039
44 H -1.663 1.447 -2.869
45 H -0.742 1.652 -1.356
46 H -2.968 0.622 -0.944
47 H -2.577 -0.704 -2.040
48 H -0.484 -5.578 3.901
49 H 1.136 -4.837 3.877
50 H -0.029 -4.400 5.159
51 H 1.591 -2.710 4.779

Values from the calculation:
HOMO energy = -7.7231 eV
Energy = -42566.8315 eV
M = 379.5 g mol⁻¹
Energy relative to the best compared isomer or geometry (same formula, charge and spin) = 58.8 kcal per mole
LUMO = 0.51 eV
Net charge = 0
SMILES = COc1ccc(NC(=S)N2CCN(C(=O)[C@@H]3CCCO3)CC2)c(OC)c1

Löwdin atomic charge list, values in e, 8 entries:
1 C -0.090
2 O -0.083
3 C -0.275
4 C -0.022
5 C -0.025
6 C -0.194
7 N 0.056
8 C -0.832

***

6.
ORCA calculation (ωB97M-V/def2-TZVPD) on C18H25N3O4S in the gas phase.

Geometry (Å):
1 C -5.873 -1.203 -0.121
2 O -5.178 -0.429 0.823
3 C -4.013 0.179 0.428
4 C -3.422 0.046 -0.821
5 C -2.225 0.680 -1.106
6 C -1.577 1.479 -0.158
7 N -0.393 2.145 -0.419
8 C 0.564 2.373 0.649
9 C 1.994 2.007 0.180
10 N 2.037 0.870 -0.697
11 C 2.355 -0.437 -0.162
12 C 1.481 -0.921 1.020
13 N 0.089 -1.103 0.677
14 S -0.246 -2.376 -0.350
15 C -1.807 -2.941 0.344
16 O 0.753 -3.386 -0.169
17 O -0.484 -1.897 -1.686
18 C 3.804 -0.461 0.231
19 C 4.445 -0.240 1.417
20 C 5.831 -0.350 1.148
21 C 5.929 -0.626 -0.179
22 O 4.711 -0.693 -0.738
23 C 1.194 0.966 -1.878
24 C 0.211 2.137 -1.728
25 C -2.205 1.629 1.089
26 C -3.388 0.987 1.376
27 H -6.166 -0.609 -0.993
28 H -5.283 -2.065 -0.453
29 H -6.768 -1.557 0.389
30 H -3.870 -0.561 -1.591
31 H -1.794 0.510 -2.078
32 H 0.546 3.428 0.959
33 H 0.294 1.760 1.512
34 H 2.624 1.807 1.046
35 H 2.430 2.863 -0.349
36 H 2.223 -1.155 -0.980
37 H 1.846 -1.898 1.337
38 H 1.540 -0.226 1.861
39 H -0.349 -0.265 0.316
40 H -2.193 -3.734 -0.283
41 H -2.479 -2.092 0.359
42 H -1.604 -3.300 1.343
43 H 3.997 -0.038 2.368
44 H 6.634 -0.240 1.848
45 H 6.774 -0.792 -0.817
46 H 0.640 0.035 -2.026
47 H 1.823 1.131 -2.766
48 H 0.741 3.088 -1.851
49 H -0.560 2.092 -2.496
50 H -1.772 2.276 1.836
51 H -3.858 1.107 2.339

Values from the calculation:
HOMO energy = -7.4327 eV
Energy = -42565.4731 eV
M = 379.5 g mol⁻¹
Energy relative to the best compared isomer or geometry (same formula, charge and spin) = 90.2 kcal per mole
LUMO = 0.67 eV
Net charge = 0
SMILES = COc1ccc(N2CCN([C@H](CNS(C)(=O)=O)c3ccco3)CC2)cc1

Löwdin atomic charge list, values in e, 8 entries:
1 C -0.095
2 O -0.094
3 C -0.298
4 C -0.036
5 C -0.035
6 C -0.265
7 N -0.097
8 C -0.136

***

7.
ORCA calculation (ωB97M-V/def2-TZVPD) on 2 unconnected molecules or ions with the total composition C18H25N5O4.

Geometry (Å):
1 O -5.217 7.530 1.751
2 C -5.730 6.460 1.475
3 O -7.065 6.291 1.387
4 C -4.867 5.311 1.226
5 C -5.433 4.094 0.825
6 N -4.701 2.996 0.569
7 C -3.371 3.087 0.712
8 C -2.739 4.239 1.103
9 C -1.329 3.917 1.121
10 N -1.122 2.671 0.763
11 N -2.366 2.146 0.512
12 C -2.631 0.796 -0.019
13 C -1.649 -0.274 0.457
14 C -1.772 -1.356 -0.604
15 C -1.908 -0.586 -1.913
16 C -2.550 0.755 -1.549
17 C -3.476 5.386 1.372
18 H -7.435 7.166 1.584
19 H -6.510 4.013 0.705
20 H -0.542 4.616 1.388
21 H -3.637 0.490 0.289
22 H -1.902 -0.645 1.455
23 H -0.625 0.112 0.477
24 H -2.674 -1.952 -0.426
25 H -0.911 -2.029 -0.612
26 H -2.512 -1.141 -2.639
27 H -0.918 -0.416 -2.349
28 H -1.936 1.576 -1.933
29 H -3.550 0.846 -1.985
30 H -2.986 6.308 1.682
31 C 5.254 -6.183 0.616
32 N 4.813 -4.796 0.472
33 C 3.531 -4.406 0.454
34 O 2.616 -5.217 0.566
35 C 3.222 -2.891 0.318
36 C 1.927 -2.589 -0.451
37 N 4.305 -2.044 -0.209
38 C 4.975 -2.224 -1.349
39 C 5.974 -1.150 -1.712
40 O 4.834 -3.194 -2.076
41 H 6.341 -6.230 0.697
42 H 4.806 -6.624 1.508
43 H 4.933 -6.758 -0.256
44 H 5.509 -4.095 0.278
45 H 3.049 -2.557 1.341
46 H 1.729 -1.517 -0.456
47 H 2.016 -2.948 -1.477
48 H 1.095 -3.102 0.032
49 H 4.499 -1.196 0.296
50 H 6.439 -1.409 -2.663
51 H 5.458 -0.197 -1.812
52 H 6.738 -1.084 -0.941

Values from the calculation:
HOMO energy = -8.9715 eV
Energy = -34713.4052 eV
M = 375.4 g mol⁻¹
Energy relative to the best compared isomer or geometry (same formula, charge and spin) = 0.0 kcal per mole
LUMO = 0.03 eV
Net charge = 0
SMILES = O=C(O)c1cnc2c(cnn2C2CCCC2)c1.CNC(=O)[C@H](C)NC(C)=O

Löwdin atomic charge list, values in e, 8 entries:
1 O 0.089
2 C -0.489
3 O 0.113
4 C -0.128
5 C -0.048
6 N 0.150
7 C -0.235
8 C -0.150

***

8.
ORCA calculation (ωB97M-V/def2-TZVPD) on a molecular structure, C18H25N6O4Ru.

Geometry (Å):
1 Ru 0.816 0.320 -0.113
2 C 0.156 -0.190 4.203
3 C 0.623 0.060 2.813
4 N -0.023 -0.264 1.754
5 O -1.187 -0.954 2.000
6 C 1.941 0.657 2.572
7 C 2.896 1.036 3.651
8 N 2.229 0.791 1.317
9 O 3.279 1.223 0.816
10 H -0.803 -0.692 4.218
11 H 0.073 0.764 4.728
12 H 0.889 -0.796 4.739
13 H -1.424 -1.350 1.145
14 H 2.454 1.770 4.328
15 H 3.795 1.458 3.210
16 H 3.176 0.160 4.240
17 O -0.147 1.629 -1.838
18 N -0.276 2.573 -1.093
19 O 0.102 2.273 0.097
20 C -5.132 -0.066 -0.545
21 N -3.887 0.367 0.042
22 C -3.887 0.593 1.466
23 C -2.691 0.466 -0.732
24 C -1.911 -0.840 -0.940
25 C -2.605 -1.963 -1.416
26 C -1.997 -3.196 -1.568
27 C -0.660 -3.365 -1.218
28 C 0.057 -2.268 -0.776
29 C -0.551 -1.015 -0.715
30 H -5.958 0.538 -0.158
31 H -5.380 -1.115 -0.328
32 H -5.100 0.058 -1.630
33 H -4.681 1.295 1.739
34 H -2.933 1.020 1.777
35 H -4.052 -0.323 2.050
36 H -2.035 1.180 -0.247
37 H -2.940 0.855 -1.725
38 H -3.652 -1.857 -1.662
39 H -2.569 -4.037 -1.936
40 H -0.186 -4.335 -1.280
41 H 1.089 -2.414 -0.461
42 N 2.616 2.767 -1.612
43 C 2.935 1.538 -2.068
44 C 4.040 1.400 -2.936
45 C 4.381 0.175 -3.421
46 C 3.586 -0.934 -3.098
47 C 2.516 -0.734 -2.285
48 N 2.183 0.469 -1.739
49 H 3.259 3.514 -1.806
50 H 2.057 2.883 -0.785
51 H 4.618 2.282 -3.176
52 H 5.254 0.062 -4.050
53 H 3.797 -1.920 -3.483
54 H 1.849 -1.549 -2.066

Values from the calculation:
HOMO energy (spin up / spin down) = -10.5215 / -10.5215 eV
Energy = -38771.0605 eV
M = 490.5 g mol⁻¹
LUMO (spin up / spin down) = -5.07 / -5.07 eV
Net charge = +1

Löwdin atomic charge list, values in e, 8 entries:
1 Ru 1.416
2 C 0.025
3 C -0.234
4 N -0.073
5 O -0.008
6 C -0.247
7 C 0.005
8 N -0.229